No. 1
# C14H17BrN2O5S

An isolated molecule of C14H17BrN2O5S (ωB97M-V/def2-TZVPD, the OMol25 dataset).

Geometry as XYZ:
```
40
C14H17BrN2O5S (ωB97M-V/def2-TZVPD)
C 2.016 4.852 2.997
H 2.256 5.883 2.751
H 1.191 4.849 3.704
H 2.884 4.395 3.465
C 1.604 4.109 1.731
N 1.235 2.723 1.999
C -0.022 2.519 2.464
O -0.771 3.439 2.710
C -0.478 1.075 2.706
H -1.523 1.118 3.032
H 0.122 0.604 3.492
O -0.391 0.279 1.524
C -1.526 -0.310 1.106
O -2.580 -0.229 1.679
C -1.336 -1.065 -0.159
C -2.479 -1.368 -0.899
C -2.327 -2.067 -2.082
C -1.049 -2.435 -2.492
N 0.021 -2.164 -1.775
C -0.100 -1.507 -0.636
H 0.821 -1.352 -0.091
H -0.888 -2.967 -3.420
Br -3.837 -2.512 -3.138
H -3.448 -1.054 -0.539
C 2.163 1.668 1.665
C 2.360 1.456 0.170
H 1.481 1.060 -0.326
H 2.746 2.325 -0.351
S 3.659 0.177 0.218
O 4.600 0.342 -0.850
O 3.028 -1.104 0.374
C 4.391 0.665 1.828
C 3.570 1.867 2.255
H 4.016 2.781 1.859
H 3.518 1.952 3.341
H 5.443 0.882 1.680
H 4.270 -0.187 2.490
H 1.773 0.727 2.060
H 0.726 4.605 1.308
H 2.405 4.124 0.993
```

energy relative to the best compared isomer or geometry (same formula, charge and spin)	52.3	kJ/mol
molecular weight	405.3	g/mol
SMILES	CCN(C(=O)COC(=O)c1cncc(Br)c1)[C@@H]1CCS(=O)(=O)C1
HOMO energy	-9.682	eV
HOMO-LUMO gap	9.69	eV
maximum force	0.90	eV/A

No. 2
# C5H6O

An isolated molecule of C5H6O in a non-equilibrium geometry (ωB97M-V/def2-TZVPD, the OMol25 dataset).

Geometry as XYZ:
```
12
C5H6O (ωB97M-V/def2-TZVPD)
O 1.674 -2.071 0.162
C 1.537 -1.137 0.914
C 0.463 -0.082 0.763
C -0.371 -0.249 -0.542
C -1.290 0.773 -0.884
C -1.696 1.869 -1.268
H 2.217 -1.013 1.787
H 0.927 0.905 0.855
H -0.163 -0.165 1.685
H -0.209 0.089 -1.680
H -0.494 -1.296 -0.786
H -2.595 2.378 -1.006
```

energy relative to the best compared isomer or geometry (same formula, charge and spin)	392.3	kJ/mol
molecular weight	82.1	g/mol
SMILES	C#CCCC=O
HOMO energy	-9.222	eV
HOMO-LUMO gap	9.98	eV
maximum force	3.07	eV/A

No. 3
# C9H20NOS

A cluster of 2 separate species, C9H20NOS in total in a non-equilibrium geometry (ωB97M-V/def2-TZVPD, the OMol25 dataset).

Geometry as XYZ:
```
32
C9H20NOS (ωB97M-V/def2-TZVPD)
C 0.724 -0.101 -2.100
C 1.942 -0.839 -2.479
C 2.133 1.377 0.043
C -0.061 2.249 0.623
C -2.071 0.066 -0.261
C -1.062 -2.113 -0.276
C -1.526 -1.064 1.878
C 0.253 -0.277 0.224
C 0.759 1.014 0.751
N -1.067 -0.852 0.408
O -0.135 0.527 -2.546
S 1.167 0.972 2.595
H 2.041 -0.476 -3.472
H 1.459 -1.851 -2.794
H 2.773 -0.965 -1.783
H 2.934 0.607 0.346
H 1.978 1.477 -1.055
H 2.375 2.327 0.465
H 0.547 3.245 0.864
H -0.955 2.314 1.158
H -0.285 2.392 -0.376
H -1.693 0.358 -1.326
H -2.990 -0.497 -0.266
H -2.144 0.882 0.467
H -1.191 -1.960 -1.403
H -0.080 -2.642 0.049
H -1.823 -2.808 0.044
H -1.750 -0.128 2.470
H -2.464 -1.738 1.870
H -0.688 -1.564 2.542
H 1.074 -1.063 0.457
H -0.176 1.129 2.882
```

energy relative to the best compared isomer or geometry (same formula, charge and spin)	326.4	kJ/mol
total charge	+1
molecular weight	190.3	g/mol
HOMO energy (alpha / beta)	-11.625 / -11.625	eV
HOMO-LUMO gap (alpha / beta)	8.61 / 8.61	eV
maximum force	4.88	eV/A

No. 4
# C3H2O2S

A cluster of 2 separate species, C3H2O2S in total in a non-equilibrium geometry (ωB97M-V/def2-TZVPD, the OMol25 dataset).

Geometry as XYZ:
```
8
C3H2O2S (ωB97M-V/def2-TZVPD)
C 0.963 -1.108 -0.538
C -2.327 1.146 -1.157
C 0.797 -0.633 0.666
O -1.557 1.882 -0.899
O -0.370 1.055 2.175
S 0.628 -0.021 2.094
H 0.420 -1.900 -1.123
H 1.446 -0.421 -1.218
```

energy relative to the best compared isomer or geometry (same formula, charge and spin)	260.9	kJ/mol
molecular weight	102.1	g/mol
HOMO energy	-9.636	eV
HOMO-LUMO gap	9.45	eV
maximum force	3.90	eV/A